Density functional theory data (wB97M-V/def2-TZVPD) for a cluster of 3 separate species, C27H54BrF9N6O2 in total.

Last column: Löwdin charge in e.
Geometry (Å):
1 N 1.442 0.647 1.069  0.1542
2 C 1.697 1.569 0.266  -0.5721
3 N 3.014 2.086 0.129  0.1093
4 N 0.636 2.110 -0.518  0.0182
5 C 0.383 3.529 -0.105  -0.2056
6 C -1.086 3.632 0.334  -0.1793
7 C -2.001 3.442 -0.888  -0.1752
8 C -3.031 2.266 -0.732  -0.1414
9 C -4.427 2.860 -0.583  -0.2592
10 O -4.884 3.632 -1.712  -0.0604
11 C -4.509 3.267 -2.954  -0.7914
12 F -5.108 4.143 -3.774  -0.0021
13 Br -5.086 1.498 -3.566  0.7884
14 C -5.576 1.888 -0.103  -0.3218
15 N -6.338 2.539 0.993  0.0318
16 C -5.117 0.545 0.465  -0.1346
17 C -4.810 -0.534 -0.563  -0.1998
18 O -4.772 -1.842 0.018  -0.0981
19 C -3.577 -2.090 0.692  -0.0903
20 C -2.492 -2.691 -0.239  -0.4108
21 F -2.997 -2.864 -1.457  0.1593
22 F -2.206 -3.924 0.223  0.1137
23 C -1.159 -1.902 -0.260  -0.4091
24 F -1.333 -0.622 -0.028  0.1572
25 F -0.446 -2.356 0.773  0.1613
26 C -0.284 -2.109 -1.513  -0.4207
27 F 0.893 -1.525 -1.264  0.1411
28 F -0.050 -3.382 -1.675  0.1838
29 C -0.811 -1.468 -2.825  -0.2907
30 F -1.184 -2.458 -3.653  0.1009
31 F -1.878 -0.696 -2.632  0.1018
32 H 2.293 0.360 1.552  0.0598
33 H 3.339 2.365 1.048  0.0794
34 H 3.019 2.921 -0.448  0.0722
35 H 0.927 2.107 -1.491  0.1123
36 H 1.064 3.876 0.665  0.1070
37 H 0.452 4.136 -1.005  0.1103
38 H -1.217 4.650 0.705  0.1065
39 H -1.304 2.953 1.153  0.1105
40 H -1.425 3.204 -1.780  0.0980
41 H -2.545 4.363 -1.090  0.1104
42 H -2.915 1.559 -1.547  0.0786
43 H -2.721 1.749 0.164  0.0996
44 H -4.347 3.574 0.233  0.1448
45 H -3.448 3.375 -3.152  0.1070
46 H -6.301 1.745 -0.897  0.1174
47 H -6.593 3.481 0.710  0.0760
48 H -5.683 2.633 1.766  0.0729
49 H -4.309 0.669 1.184  0.1099
50 H -5.952 0.163 1.050  0.1269
51 H -5.581 -0.545 -1.321  0.1073
52 H -3.857 -0.371 -1.068  0.0899
53 H -3.809 -2.858 1.424  0.1446
54 H -3.223 -1.232 1.259  0.1285
55 H -0.024 -0.930 -3.342  0.1696
56 C -1.978 -10.269 -0.369  -0.0928
57 C -1.308 -8.944 -0.709  -0.2773
58 N -1.280 -8.002 0.394  -0.1948
59 C -0.845 -6.670 -0.007  -0.2471
60 C 0.595 -6.510 -0.510  -0.0731
61 C -0.707 -8.500 1.633  -0.2486
62 C 0.746 -8.994 1.608  -0.0852
63 H -3.008 -10.115 -0.044  0.0787
64 H -1.995 -10.906 -1.255  0.0715
65 H -1.443 -10.814 0.409  0.0620
66 H -1.872 -8.491 -1.529  0.1182
67 H -0.302 -9.156 -1.103  0.0985
68 H -1.008 -5.982 0.825  0.1028
69 H -1.522 -6.327 -0.794  0.1077
70 H 1.314 -6.517 0.309  0.0576
71 H 0.703 -5.550 -1.012  0.0509
72 H 0.874 -7.285 -1.226  0.0676
73 H -1.338 -9.317 1.994  0.0978
74 H -0.805 -7.725 2.398  0.1141
75 H 0.968 -9.586 0.719  0.0667
76 H 0.933 -9.630 2.477  0.0696
77 H 1.457 -8.171 1.660  0.0527
78 C 3.867 7.080 0.753  -0.0885
79 C 4.786 6.217 1.606  -0.2779
80 N 5.596 5.288 0.839  -0.2016
81 C 6.302 4.324 1.675  -0.2537
82 C 7.370 4.860 2.636  -0.0846
83 C 6.389 5.868 -0.234  -0.2483
84 C 7.421 6.942 0.134  -0.0820
85 H 3.187 6.464 0.161  0.0701
86 H 3.265 7.721 1.399  0.0743
87 H 4.422 7.732 0.079  0.0653
88 H 4.155 5.638 2.287  0.1152
89 H 5.397 6.880 2.237  0.1001
90 H 6.753 3.561 1.035  0.1123
91 H 5.554 3.788 2.270  0.1014
92 H 8.294 5.110 2.116  0.0555
93 H 7.621 4.090 3.369  0.0722
94 H 7.032 5.737 3.188  0.0664
95 H 5.703 6.294 -0.970  0.0984
96 H 6.893 5.060 -0.770  0.1146
97 H 7.039 7.651 0.869  0.0687
98 H 7.691 7.512 -0.758  0.0723
99 H 8.341 6.507 0.520  0.0542

Properties
LUMO level = 0.3078 eV
Kohn-Sham gap = 8.137 eV
SMILES = [H]/N=C(\N)NCCCC[C@@H](O[C@H](F)Br)[C@H](N)CCOCC(F)(F)C(F)(F)C(F)(F)C(F)F.CCN(CC)CC.CCN(CC)CC
net charge = 0